A molecular structure, C19H15ClN4O4SbSe4Y at a distorted geometry. Source: the Open Molecules 2025 dataset; level of theory: the ωB97M-V functional and the def2-TZVPD basis.

Geometry as XYZ:
```
49
Properties=species:S:1:pos:R:3:forces:R:3:nbo_charge:R:1
Sb 4.06375 3.73658 1.88983 -0.17 0.07 0.36 0.863
Se 4.47649 1.14821 2.17466 -0.74 -0.14 0.33 -0.313
H 0.00445 -2.35808 3.85933 0.04 -0.04 0.05 0.240
H 4.15110 2.27722 -1.57530 0.10 0.09 -0.03 0.460
C 0.74128 -2.35068 3.07086 -0.20 0.04 -0.19 -0.308
C -2.14878 0.75005 2.67433 -0.03 0.09 -0.16 0.804
C -0.05041 -2.14817 -2.86145 0.04 -0.05 0.01 -0.181
C 2.08244 2.55094 -1.95753 -0.02 0.01 0.04 -0.064
O -6.23301 0.57541 0.51755 0.03 0.02 -0.01 -0.576
C -3.64685 0.04705 -0.63136 0.08 -0.08 -0.02 0.195
C 2.85007 0.80070 -0.88053 -0.07 0.07 -0.18 0.224
H 3.55530 0.12340 -0.43166 -0.03 -0.04 0.01 0.239
H -0.87396 -2.31257 -0.87535 0.01 0.00 -0.01 0.235
O -0.90161 0.53960 2.84247 0.04 -0.01 -0.01 -0.822
C 2.70428 -2.16041 1.93559 -0.15 0.14 -0.39 -0.297
N -2.31630 -0.12095 -0.77806 0.01 0.09 0.16 -0.197
N -1.68324 0.12417 0.38838 0.10 -0.18 -0.12 -0.365
N 3.21786 1.88545 -1.57260 -0.23 -0.30 0.03 -0.503
Se 1.34652 2.87832 1.88353 0.17 0.00 0.06 -0.343
C 0.46889 -2.58633 1.70146 -0.09 -0.10 -0.15 -0.478
H -2.15816 1.08502 -3.13626 0.01 0.00 -0.02 0.234
O -2.94843 1.17341 3.49732 0.05 -0.21 0.09 -0.623
Se 2.25945 1.13061 3.20584 1.04 0.88 0.28 0.013
C 1.04380 1.81223 -1.48789 0.04 0.05 -0.06 -0.084
H -0.48194 -2.90059 1.29216 -0.01 -0.08 0.03 0.236
H 0.57132 -1.72743 -4.87061 0.00 -0.02 0.04 0.225
C -0.79343 -0.24991 -4.14309 -0.03 0.05 0.00 -0.192
H -0.01068 2.01314 -1.56205 0.00 -0.02 -0.02 0.223
N 1.53086 0.71067 -0.81225 -0.15 -0.23 0.16 -0.632
C -5.26887 0.67287 1.23169 -0.06 0.06 0.06 0.782
H -0.77771 0.32401 -5.06019 0.00 -0.01 0.01 0.227
C -3.89963 0.41181 0.68711 -0.06 -0.03 -0.26 -0.265
C -1.56757 -0.56960 -1.91147 -0.02 0.01 -0.03 0.184
H 2.63507 -1.93757 4.14304 -0.01 0.03 -0.02 0.229
H 0.53586 -3.05479 -2.78662 -0.02 0.01 0.03 0.226
Cl -4.68350 -0.23315 -1.93904 -0.02 0.02 0.09 0.128
Se 4.96098 4.23002 -0.23109 0.20 0.13 -0.20 -0.735
H -4.47049 0.99958 2.96390 0.01 0.32 -0.05 0.509
C -0.82866 -1.73643 -1.79085 -0.02 0.07 -0.04 -0.230
C -0.03299 -1.40594 -4.03209 0.01 0.04 -0.09 -0.192
C 2.11986 -2.13087 3.21309 -0.21 0.38 -0.14 -0.288
H 3.74787 -2.00537 1.70338 0.01 -0.02 0.04 0.230
C -1.56620 0.18115 -3.07656 0.02 -0.09 0.05 -0.225
C -2.62266 0.43915 1.27114 -0.04 0.03 0.11 0.098
H 1.83287 -2.61683 -0.06855 0.05 -0.07 -0.01 0.236
Y 0.59886 -0.06008 1.32458 0.48 -0.75 0.23 1.735
H 2.12686 3.48331 -2.49251 -0.03 -0.04 0.01 0.239
O -5.35492 1.01635 2.50217 -0.01 -0.21 0.03 -0.666
C 1.69392 -2.45467 0.99155 -0.11 0.00 -0.13 -0.433
```
Positions in Å, forces in eV/Å.

Total energy   -315591.081 eV
Highest occupied orbital energy   -8.08 eV
Lowest unoccupied orbital energy   -1.4 eV
Frontier orbital gap   6.70 eV
Relative energy (zero: lowest compared OMol25 entry of this formula, charge and spin)   1.107 eV



C19H15N3O3S in the gas phase at a distorted geometry. Source: the Open Molecules 2025 dataset; level of theory: the ωB97M-V functional and the def2-TZVPD basis.

Geometry as XYZ:
```
41
Properties=species:S:1:pos:R:3:forces:R:3:nbo_charge:R:1
H 2.37957 3.72190 0.37901 0.14 -0.17 -0.09 0.411
C -2.68116 0.31791 -0.20782 -0.50 -0.61 -0.29 0.071
H 5.60502 -1.51529 -1.94754 0.09 -0.05 -0.10 0.231
C 3.66520 2.25923 -0.07986 0.14 -0.03 0.02 0.668
C 0.11748 2.53884 0.85306 0.29 -0.06 -0.10 -0.242
H -7.21721 -0.49262 -1.39667 0.04 -0.11 -0.01 0.221
H 0.28983 3.34351 1.55354 0.03 0.06 0.10 0.212
C -1.36121 0.91436 -0.13648 0.45 0.22 0.04 -0.009
C -1.12635 1.95305 0.76480 -0.11 -0.19 -0.21 -0.183
O 4.38860 -3.27536 -0.14481 0.23 0.35 -0.36 -0.474
C 4.69742 0.25869 -1.10708 -0.18 0.28 0.11 -0.168
O 4.60444 3.02539 -0.16725 0.13 0.01 -0.10 -0.595
C 3.20998 -0.05086 0.78787 0.11 -0.34 0.03 -0.258
C 4.31723 -1.91698 -0.28543 -0.32 0.34 0.33 0.235
H 2.78206 -4.28955 0.65329 0.16 0.23 0.02 0.158
C 0.92981 1.08149 -0.87580 0.01 0.13 -0.04 -0.242
C -0.31555 0.49326 -0.95724 -0.13 0.13 0.22 -0.188
C -3.13521 -0.71956 -0.99378 0.48 0.19 0.08 -0.094
H 1.72084 0.76128 -1.53595 0.02 -0.02 -0.06 0.225
H -5.49423 -1.96604 -2.13212 -0.01 0.01 0.13 0.217
H -0.47927 -0.29245 -1.67860 -0.01 -0.09 -0.10 0.205
N -4.45569 -0.87266 -0.68266 -0.02 0.55 0.22 -0.356
H 4.19227 -4.07441 1.74462 -0.10 0.19 -0.18 0.158
N -3.70877 0.78886 0.57741 -0.24 0.22 0.25 -0.474
H 5.17957 0.93911 -1.79152 0.06 0.08 -0.04 0.233
C 4.94554 -1.10736 -1.20048 -0.08 -0.37 0.13 -0.263
C 3.83565 0.77996 -0.15165 0.36 -0.18 -0.02 -0.153
C -6.79794 -1.11717 -0.60736 -0.05 0.43 0.20 -0.511
N 2.40782 2.73474 0.15133 -0.09 0.59 0.24 -0.613
S -6.38577 -0.00355 0.80568 -0.36 -0.18 0.08 0.269
H -7.54648 -1.83060 -0.27384 0.03 -0.03 -0.06 0.236
H 2.56351 0.33988 1.55533 -0.12 0.06 0.09 0.239
C -4.73480 0.05764 0.26613 0.08 -0.19 -0.29 0.202
H -5.35113 -2.74522 -0.53668 -0.04 0.11 -0.10 0.202
C -5.49655 -1.78721 -1.05335 -0.14 -0.53 -0.05 -0.212
O 2.99971 -2.41408 1.47863 -0.09 0.46 0.03 -0.487
H -1.94172 2.28378 1.38786 -0.05 0.06 0.07 0.238
C 3.47110 -1.39334 0.69675 0.34 -0.04 -0.41 0.293
C 1.16561 2.09925 0.04570 -0.50 -0.21 -0.10 0.145
H -2.65176 -1.33288 -1.72464 0.13 -0.12 -0.16 0.216
C 3.57769 -3.59451 0.96581 -0.20 -1.16 0.50 0.236
```
Positions in Å, forces in eV/Å.

Total energy   -41394.643 eV
Highest occupied orbital energy   -7.51 eV
Lowest unoccupied orbital energy   0.5 eV
Frontier orbital gap   8.03 eV
Relative energy (zero: lowest compared OMol25 entry of this formula, charge and spin)   0.000 eV
SMILES   O=C(Nc1ccc(-c2cn3c(n2)SCC3)cc1)c1ccc2c(c1)OCO2



C19H15N3O7 in the gas phase at a distorted geometry. Source: the Open Molecules 2025 dataset; level of theory: the ωB97M-V functional and the def2-TZVPD basis.

Geometry as XYZ:
```
44
Properties=species:S:1:pos:R:3:forces:R:3:nbo_charge:R:1
C -3.63838 2.92174 -0.03301 0.18 -0.26 0.03 -0.134
H 0.19699 2.74982 -0.17051 0.13 -0.05 0.02 0.206
C -2.80073 -1.21640 -0.71135 0.04 -0.03 -0.18 0.688
C -1.59856 1.65178 0.26335 -0.31 0.16 0.15 0.356
H 5.36030 1.37084 0.70353 0.00 0.02 0.01 0.249
C -4.66641 -1.64786 0.96027 -0.09 -0.01 0.08 0.679
C 5.20742 -1.87316 -0.25485 0.23 0.17 0.11 -0.155
C -0.88005 2.77224 -0.13776 0.21 -0.26 0.06 -0.258
N 7.12189 -0.59105 0.56782 0.55 0.06 0.15 0.531
H -0.95018 4.79030 -0.81778 0.06 0.07 -0.02 0.218
H 0.51568 -0.60408 1.25073 0.06 0.16 -0.09 0.215
C 3.87831 -1.94075 -0.59244 -0.25 0.21 0.01 -0.283
C -2.91279 4.02063 -0.44270 0.05 0.18 -0.07 -0.248
N -4.44449 -2.98612 0.69615 -0.35 -0.26 0.26 -0.648
O -5.55992 -1.31170 1.70140 -0.09 -0.01 0.07 -0.576
H -4.67970 0.82777 1.30489 -0.01 -0.09 0.01 0.242
C 5.73529 -0.67111 0.21302 -1.27 0.03 -0.30 -0.024
C 3.59144 0.38218 0.00391 -0.39 -0.12 -0.13 -0.342
H -4.71629 2.96696 0.00889 -0.13 0.01 0.04 0.217
H 0.87663 1.13389 1.16026 -0.08 -0.09 0.00 0.179
H 3.44126 -2.85468 -0.96037 -0.03 -0.12 -0.04 0.233
H 2.98185 1.26413 0.11182 -0.09 0.09 0.01 0.220
C 0.34479 0.30843 0.67111 0.54 -0.12 -0.12 -0.097
C -3.83549 0.59474 0.66119 -0.20 -0.88 -0.13 0.037
C 0.83917 0.06088 -0.77069 -0.46 0.34 0.06 -0.124
H -5.05324 -3.64672 1.16738 0.14 0.11 -0.10 0.435
H 1.25305 0.96466 -1.22987 0.01 -0.09 0.01 0.178
C -3.00886 1.71571 0.28310 0.48 0.33 -0.17 -0.165
C 4.92735 0.45171 0.33920 0.47 -0.22 0.06 -0.139
O -3.35147 -4.71319 -0.28770 0.02 -0.25 -0.04 -0.583
C -1.53136 3.93774 -0.50060 -0.19 -0.03 0.01 -0.175
H -0.01977 -0.26834 -1.36386 0.23 0.13 0.12 0.250
C -3.49251 -3.52882 -0.13646 -0.02 0.14 0.04 0.795
H -2.06990 -2.96725 -1.47720 -0.16 0.06 0.12 0.434
O -1.04773 0.50591 0.73346 -0.34 0.26 -0.04 -0.492
O 1.76744 -1.00118 -0.84031 0.19 -0.28 0.03 -0.494
H 5.85427 -2.73204 -0.34487 0.00 -0.04 -0.01 0.252
C -3.72736 -0.71048 0.30965 -0.10 0.82 0.24 -0.311
O -2.15285 -0.53498 -1.47468 -0.12 -0.04 -0.08 -0.589
O 7.53976 0.47351 0.97719 0.15 0.19 0.09 -0.386
N -2.72617 -2.59489 -0.79900 0.39 -0.12 -0.29 -0.650
C 3.05000 -0.81521 -0.46898 0.41 -0.10 0.05 0.420
O 7.79743 -1.59130 0.43842 0.19 -0.19 -0.01 -0.382
H -3.41608 4.93575 -0.71179 -0.05 0.08 -0.02 0.221
```
Positions in Å, forces in eV/Å.

Total energy   -38747.354 eV
Highest occupied orbital energy   -9.05 eV
Lowest unoccupied orbital energy   -1.1 eV
Frontier orbital gap   7.97 eV
Relative energy (zero: lowest compared OMol25 entry of this formula, charge and spin)   3.802 eV
SMILES   O=C1NC(=O)C(=Cc2ccccc2OCCOc2ccc([N+](=O)[O-])cc2)C(=O)N1



A molecular structure, C19H15NO4ReSbSe4Te at a distorted geometry. Source: the Open Molecules 2025 dataset; level of theory: the ωB97M-V functional and the def2-TZVPD basis.

Geometry as XYZ:
```
46
Properties=species:S:1:pos:R:3:forces:R:3:nbo_charge:R:1
C 3.83467 -1.11514 -4.74615 -0.01 0.04 -0.03 -0.130
Se -2.81852 -6.99821 0.31305 -0.70 0.64 0.06 -0.003
C 1.94598 0.23637 -4.12301 0.08 0.08 0.02 -0.238
O 0.13527 0.22071 4.27227 -0.03 0.05 0.11 -0.545
H -3.11399 3.94689 3.41699 -0.01 -0.01 0.00 0.298
H 4.13665 -2.91928 -3.60757 0.01 -0.01 -0.09 0.256
C -2.81299 3.03535 2.91381 0.02 -0.03 -0.06 -0.060
C -1.52746 1.04138 2.81574 0.07 -0.03 0.08 0.109
C 3.06243 0.02521 -4.92400 -0.11 -0.08 0.05 -0.161
H 2.00371 -1.63027 0.16311 0.04 0.01 -0.03 0.244
C -1.86345 2.19610 3.49578 -0.02 0.06 0.05 -0.117
C -2.95945 1.54631 1.05326 -0.08 0.00 -0.05 0.080
O -4.10939 1.55264 -1.13068 -0.02 -0.07 -0.09 -0.528
O -0.37694 -0.99145 2.46000 -0.28 0.11 -0.33 -0.570
C 1.25874 1.70753 0.16738 -0.05 -0.08 0.06 -0.197
H 2.22128 3.17229 1.40180 0.05 0.00 -0.02 0.257
H 4.67346 -1.29550 -5.40498 0.07 0.02 0.07 0.263
Se -0.53203 -2.41208 -0.99802 -0.32 -0.03 0.37 -0.106
C 2.04786 -0.58104 0.42743 0.06 0.08 0.04 -0.240
H -4.08276 3.38240 1.20948 0.03 0.02 0.00 0.278
H 3.30419 0.75148 -5.68790 0.03 -0.06 -0.04 0.262
H -1.40276 2.42870 4.44842 -0.01 0.03 -0.01 0.301
Re -1.72926 -1.15699 0.83828 0.14 -1.14 0.29 0.817
C -3.31871 1.00329 -0.29329 0.07 -0.06 -0.07 0.830
N -2.08413 0.72365 1.64739 -0.06 0.16 0.09 -0.469
C -0.52623 0.00404 3.20482 0.17 -0.14 0.00 0.833
Se -6.60527 -4.38326 0.28183 0.85 -0.47 0.07 -0.018
C 3.52489 -2.03896 -3.75159 -0.08 -0.05 -0.02 -0.184
Se -2.83107 -2.94634 1.49152 0.50 1.22 -0.09 0.352
Te 0.05300 -0.16581 -1.88076 1.07 0.23 -0.60 1.184
C 2.41884 -1.85110 -2.93596 0.11 0.08 0.05 -0.187
H 3.61622 -0.86557 1.85187 0.04 0.04 -0.01 0.257
C 1.22490 0.35734 -0.19009 -0.39 0.09 0.08 -0.383
Sb -4.60209 -5.53273 0.37578 -0.58 -0.77 -0.34 1.012
O -2.74070 -0.05800 -0.64148 -0.21 -0.05 0.37 -0.584
H 0.61335 2.43297 -0.31737 0.07 0.03 -0.05 0.221
H 3.76953 1.54138 2.43371 -0.03 -0.01 0.03 0.263
C 3.02746 1.20304 1.72151 -0.03 -0.03 0.00 -0.151
H 0.77740 -0.47437 4.52759 -0.02 -0.02 -0.10 0.564
H -4.55177 2.38494 -0.88544 0.05 0.00 0.08 0.551
C -3.36037 2.71556 1.66550 -0.03 0.12 0.08 -0.132
H 1.33466 1.11701 -4.28220 -0.02 -0.01 0.02 0.238
C 2.95353 -0.14723 1.38621 -0.04 -0.02 -0.04 -0.182
C 1.67107 -0.69951 -3.13369 -0.35 0.03 -0.06 -0.287
H 2.17319 -2.58881 -2.18327 0.01 0.03 0.04 0.216
C 2.16706 2.12510 1.13292 -0.06 0.02 0.01 -0.214
```
Positions in Å, forces in eV/Å.

Total energy   -306929.954 eV
Highest occupied orbital energy (spin up / spin down)   -18.75 / -18.75 eV
Lowest unoccupied orbital energy (spin up / spin down)   -14.0 / -14.0 eV
Frontier orbital gap (spin up / spin down)   4.76 / 4.74 eV
Net charge   +4



2 unconnected molecules or ions with the total composition C19H16BClFN3O8S at a distorted geometry. Source: the Open Molecules 2025 dataset; level of theory: the ωB97M-V functional and the def2-TZVPD basis.

Geometry as XYZ:
```
50
Properties=species:S:1:pos:R:3:forces:R:3:nbo_charge:R:1
Cl 2.30839 2.98556 0.27976 -0.13 -0.12 -0.14 -0.027
H 4.38525 0.48915 -2.20965 -0.10 0.20 0.18 0.248
H -0.83658 -1.62642 2.63303 -0.04 0.55 -0.44 0.150
C -5.85185 3.18738 -0.81418 0.03 -0.80 -0.78 -0.224
C 1.52684 2.22406 -1.14932 -0.90 -0.11 -0.47 -0.198
C -0.98201 2.04853 -0.80436 -0.04 0.72 -0.23 0.649
C 0.25486 1.53691 -0.65515 1.81 -0.74 0.24 -0.134
C -4.21312 1.67442 -1.51863 0.41 -1.68 -1.65 -0.247
O 3.86205 -5.34321 4.24944 -0.03 0.15 0.06 -0.537
H -6.13175 1.85978 -2.52354 0.21 0.01 0.06 0.240
H -5.26417 4.25734 0.90693 0.29 -0.17 -0.12 0.208
O 3.93322 -4.36804 2.22690 -0.06 0.55 0.18 -0.653
B 3.96950 -2.96969 1.76717 0.29 -0.19 0.38 1.146
C 3.90578 -2.92986 4.04058 0.04 1.05 0.44 0.669
C 3.89735 -4.36729 3.55925 0.02 -1.13 -0.32 0.668
H -3.86205 0.87913 -2.17841 0.00 0.18 0.20 0.258
H 2.19430 1.41246 -3.00700 -0.13 -0.09 0.28 0.221
C -5.47922 2.19730 -1.72604 0.13 0.89 1.07 -0.146
H 1.37422 -0.10766 0.17570 -0.29 -0.02 0.05 0.269
C 2.40550 1.23053 -1.94164 0.65 0.41 -0.28 -0.441
O 2.57977 -1.94948 -1.21227 -0.01 0.21 -0.08 -0.608
O 3.87828 -2.56371 5.17917 -0.05 -0.13 -0.04 -0.541
C -3.45466 -1.66987 -0.11571 0.07 0.53 -0.34 0.157
C 3.26984 -2.27491 -0.27916 -1.05 -0.14 0.05 0.683
N -3.73498 3.00603 0.36760 0.55 -0.52 0.02 -0.391
N -3.26661 -1.46215 -1.35246 -0.08 -0.40 0.21 -0.637
H 1.20949 3.03668 -1.80984 0.35 0.03 0.30 0.232
S -0.55376 -1.89078 1.33368 0.18 -0.54 -0.31 0.065
O 3.94681 -2.12754 2.97719 -0.08 -0.47 -0.19 -0.659
H 2.13006 0.18972 -1.76534 0.04 0.17 0.21 0.246
O 2.80831 -2.66603 0.89185 0.42 0.13 -0.20 -0.645
C -0.75243 -0.32749 0.48508 0.30 0.03 0.94 -0.239
N -2.08733 1.44515 -0.33826 -0.55 -0.14 0.19 -0.339
C -3.21876 -0.47062 0.82083 0.28 -0.24 -0.05 -0.529
C -1.99752 0.25915 0.29494 -0.32 -0.72 0.59 0.348
C 4.78527 -2.29649 -0.24720 1.34 -0.06 0.04 0.669
C 0.38208 0.31698 0.02433 -0.31 0.32 -0.21 0.038
H -2.95204 -0.82459 1.82228 -0.27 0.07 -0.19 0.261
O 5.50930 -1.99197 -1.15255 -0.25 0.08 -0.07 -0.547
O 5.17605 -2.70331 0.95187 -0.72 0.10 -0.24 -0.633
C -4.94299 3.50340 0.18243 -0.99 1.48 0.96 0.041
H -3.41991 -2.31922 -1.88693 -0.01 0.14 -0.02 0.360
H -3.74105 -2.65289 0.27500 0.00 0.38 0.25 0.195
C 3.92924 1.39133 -1.77235 0.04 -0.76 -0.68 -0.622
H 4.26968 1.42561 -0.73481 -0.15 0.22 -0.19 0.224
F -1.15417 3.20502 -1.41050 -0.44 -0.04 0.03 -0.266
C -3.39153 2.07299 -0.49735 -0.71 0.70 -0.22 0.311
H 4.31840 2.22127 -2.37587 -0.11 0.08 0.52 0.209
H -4.10311 0.16877 0.90939 0.14 -0.17 -0.15 0.257
H -6.81823 3.67857 -0.87590 0.21 -0.02 0.16 0.238
```
Positions in Å, forces in eV/Å.

Total energy   -67568.097 eV
Highest occupied orbital energy   -9.05 eV
Lowest unoccupied orbital energy   -1.8 eV
Frontier orbital gap   7.21 eV
Relative energy (zero: lowest compared OMol25 entry of this formula, charge and spin)   0.000 eV